Record 1
ORCA calculation (wB97M-V/def2-TZVPD) on 2 unconnected molecules or ions with the total composition CH2Cl2S2.

Summary:
HOMO-LUMO gap, eV: 8.742
HOMO level, eV: -9.50
SMILES string: S=C(Cl)Cl.S
E_LUMO, eV: -0.760
Multiplicity: 1

```
7
Properties=species:S:1:pos:R:3:forces:R:3:mulliken_charge:R:1
S 1.437028 -1.122235 -0.245509 0.357 1.266 -0.093 -0.12
C 1.644452 0.446084 0.082990 0.015 -1.163 0.092 0.29
Cl 1.900793 1.737508 -1.018485 -0.042 -0.135 -0.400 -0.09
Cl 1.627829 1.059658 1.690093 -0.057 0.050 0.371 -0.09
S -1.814979 -0.898141 0.258171 -0.740 -2.532 -0.077 -0.30
H -2.739520 -1.504964 -0.602439 0.903 0.736 0.850 0.16
H -2.055604 0.282090 -0.164819 -0.436 1.778 -0.742 0.15
```
Positions in Å, forces in eV/Å.



Record 2
ORCA calculation (wB97M-V/def2-TZVPD) on 2 unconnected molecules or ions with the total composition CH2Cl2S2.

Summary:
HOMO-LUMO gap, eV: 8.552
HOMO level, eV: -9.72
SMILES string: S=C(Cl)Cl.S
E_LUMO, eV: -1.164
Multiplicity: 1

```
7
Properties=species:S:1:pos:R:3:forces:R:3:mulliken_charge:R:1
S -1.472154 0.670480 1.519398 0.307 -0.394 -0.981 -0.15
C -1.254679 0.017137 0.053550 -0.730 -0.680 1.455 0.23
Cl -1.170697 0.899117 -1.390729 0.008 0.257 -0.521 -0.06
Cl -1.234424 -1.721576 -0.216613 0.014 0.801 0.032 -0.03
S 2.147856 -0.403949 -0.156075 -0.926 1.064 0.019 -0.26
H 1.196294 0.355601 -0.833622 1.080 -0.718 0.532 0.12
H 1.787807 0.183191 1.024090 0.246 -0.331 -0.536 0.15
```
Positions in Å, forces in eV/Å.



Record 3
ORCA calculation (wB97M-V/def2-TZVPD) on 2 unconnected molecules or ions with the total composition CH2Cl3OP.

Summary:
HOMO-LUMO gap (spin up / spin down), eV: 8.078 / 6.805
HOMO level (spin up / spin down), eV: -8.94 / -8.18
E_LUMO (spin up / spin down), eV: -0.864 / -1.377
Multiplicity: 1

```
8
Properties=species:S:1:pos:R:3:forces:R:3:mulliken_charge:R:1
C -2.865383 -0.054665 0.080669 0.194 0.353 -0.373 0.11
O 0.501592 0.132299 -0.638844 -0.915 1.342 1.391 -0.39
P -0.027872 -0.806754 0.573280 -1.513 0.671 0.245 0.24
Cl -3.288828 1.447402 0.899226 0.200 -0.593 0.608 -0.12
Cl -3.964213 -1.390163 0.406801 0.490 0.474 -0.011 -0.12
Cl -2.781499 0.383923 -1.614525 0.254 -0.665 -0.122 -0.11
H 0.946201 -0.404340 -1.229679 1.459 -1.520 -2.425 0.32
H -0.242977 0.348088 1.333815 -0.169 -0.061 0.688 0.06
```
Positions in Å, forces in eV/Å.



Summary of energy relative to the best compared isomer or geometry (same formula, charge and spin) in kcal/mol
12.9 11.6 110.9
(order as listed above)
Summary of max |F| in Eh/bohr
0.0513 0.0343 0.0625
(order as listed above)